# 1
Density functional theory data (ωB97M-V/def2-TZVPD) for 5 unconnected molecules or ions with the total composition C16H48N5O4.

Each line ends with the Löwdin charge.
CARTESIAN COORDINATES (ANGSTROEM)
N -1.27 0.57 -0.80  0.36
H -1.76 0.68 0.08  0.12
H -1.46 -0.31 -1.26  0.12
H -0.28 0.67 -0.64  0.14
H -1.52 1.29 -1.45  0.11
C -3.59 3.51 -5.42  -0.06
C -2.76 2.46 -4.61  -0.40
C -1.44 1.96 -5.29  -0.19
O -0.60 1.33 -4.34  -0.23
C 0.56 0.77 -4.92  -0.11
N -2.44 3.08 -3.33  0.02
H -3.01 4.35 -5.80  0.08
H -4.41 3.92 -4.83  0.07
H -4.07 3.08 -6.30  0.07
H -3.33 1.53 -4.51  0.13
H -0.84 2.81 -5.62  0.13
H -1.72 1.30 -6.11  0.13
H 1.16 1.55 -5.39  0.09
H 0.36 0.09 -5.75  0.09
H 1.16 0.39 -4.10  0.09
H -3.29 3.41 -2.89  0.07
H -1.83 3.86 -3.49  0.08
C 0.00 -4.10 -2.14  -0.06
C -1.16 -4.33 -1.13  -0.46
C -0.68 -4.56 0.35  -0.15
O -1.89 -4.75 1.09  -0.20
C -1.67 -4.81 2.43  -0.15
N -2.07 -3.25 -1.30  0.02
H 0.43 -3.13 -1.90  0.07
H -0.41 -4.09 -3.15  0.07
H 0.70 -4.94 -2.13  0.08
H -1.71 -5.20 -1.48  0.14
H -0.15 -3.69 0.73  0.12
H -0.13 -5.49 0.42  0.13
H -1.14 -5.69 2.82  0.10
H -2.63 -4.87 2.95  0.09
H -1.28 -3.85 2.76  0.08
H -2.50 -3.39 -2.21  0.08
H -2.77 -3.55 -0.64  0.07
C 5.14 0.97 -0.41  -0.05
C 4.26 1.47 0.76  -0.45
C 4.99 2.55 1.60  -0.17
O 5.94 1.86 2.44  -0.19
C 6.60 2.62 3.43  -0.12
N 2.96 1.93 0.31  0.03
H 4.73 0.03 -0.80  0.07
H 6.13 0.70 -0.06  0.08
H 5.13 1.73 -1.19  0.07
H 4.15 0.59 1.39  0.13
H 4.31 3.03 2.30  0.11
H 5.37 3.31 0.91  0.13
H 5.95 3.32 3.95  0.08
H 7.35 3.21 2.91  0.09
H 7.12 2.06 4.20  0.09
H 2.64 2.62 0.98  0.06
H 3.14 2.44 -0.54  0.06
C -3.50 -0.82 3.97  -0.06
C -2.65 0.44 3.80  -0.45
C -1.18 0.09 3.62  -0.22
O -0.70 -0.21 4.91  -0.19
C 0.58 -0.92 4.93  -0.07
N -3.18 1.03 2.60  0.02
H -3.12 -1.47 4.76  0.08
H -3.31 -1.41 3.07  0.07
H -4.57 -0.64 4.09  0.08
H -2.90 1.08 4.65  0.15
H -0.54 0.90 3.26  0.12
H -1.02 -0.79 2.99  0.11
H 0.84 -1.18 5.95  0.09
H 1.44 -0.40 4.50  0.08
H 0.44 -1.88 4.42  0.07
H -4.16 1.14 2.82  0.07
H -2.89 1.99 2.73  0.07

net charge: +1
lowest unoccupied orbital energy: -2.66 eV
energy above the lowest of the compared OMol25 structures with the same formula, charge and spin: 62.34 kcal/mol


# 2
Density functional theory data (ωB97M-V/def2-TZVPD) for a gas-phase ion, C2H7N4O2 (charge +1).

Each line ends with the Löwdin charge.
CARTESIAN COORDINATES (ANGSTROEM)
C -1.26 0.82 -1.12  0.10
N -1.72 0.10 -0.19  -0.23
O -2.51 -0.75 -0.03  0.14
O -0.85 0.24 1.24  -0.04
N 0.25 0.97 1.13  -0.01
C 1.25 0.54 0.35  -0.08
N 1.40 -0.68 -0.10  0.02
N 0.77 -1.81 0.34  0.12
H -1.78 0.77 -2.07  0.12
H -0.56 1.62 -0.96  0.09
H 0.23 1.91 1.50  0.19
H 2.00 1.27 0.06  0.17
H 2.18 -0.86 -0.73  0.19
H 0.61 -2.51 -0.38  0.13
H -0.02 -1.64 0.95  0.10

net charge: +1
lowest unoccupied orbital energy: -4.43 eV
SMILES: C=[N+]([O-])ON/C=[NH+]\N
energy above the lowest of the compared OMol25 structures with the same formula, charge and spin: 145.35 kcal/mol


# 3
Density functional theory data (ωB97M-V/def2-TZVPD) for C17H23NO3 in the gas phase.

Each line ends with the Löwdin charge.
CARTESIAN COORDINATES (ANGSTROEM)
C -0.65 4.31 0.21  0.04
C -0.23 2.90 0.52  -0.52
O 0.90 2.54 0.74  0.11
O -1.28 2.08 0.53  0.05
C -0.96 0.70 0.71  -0.17
C -0.02 0.26 -0.43  -0.45
O -0.26 0.53 -1.58  0.10
N 1.03 -0.48 -0.03  0.13
C 2.07 -0.90 -0.95  -0.30
C 3.10 0.21 -1.18  -0.14
C 3.93 0.47 0.07  -0.20
C 4.61 -0.81 0.54  -0.21
C 3.59 -1.91 0.81  -0.20
C 2.73 -2.17 -0.43  -0.15
C -2.22 -0.13 0.63  -0.16
C -2.42 -1.19 1.51  -0.03
C -3.56 -1.96 1.38  -0.08
C -4.49 -1.69 0.39  -0.05
C -4.29 -0.64 -0.49  -0.26
C -5.29 -0.32 -1.56  -0.05
C -3.14 0.14 -0.36  0.02
H -1.65 4.50 0.60  0.09
H -0.67 4.43 -0.87  0.10
H 0.07 5.01 0.63  0.09
H -0.47 0.57 1.69  0.16
H 1.27 -0.50 0.95  0.13
H 1.55 -1.11 -1.90  0.15
H 3.75 -0.09 -2.00  0.12
H 2.57 1.12 -1.48  0.11
H 4.68 1.23 -0.14  0.11
H 3.28 0.86 0.86  0.10
H 5.20 -0.62 1.44  0.11
H 5.30 -1.15 -0.24  0.11
H 4.09 -2.83 1.10  0.11
H 2.95 -1.61 1.65  0.10
H 1.97 -2.92 -0.21  0.12
H 3.37 -2.57 -1.22  0.12
H -1.70 -1.40 2.28  0.11
H -3.73 -2.78 2.06  0.10
H -5.38 -2.30 0.31  0.11
H -4.79 -0.13 -2.51  0.08
H -5.99 -1.14 -1.70  0.07
H -5.86 0.57 -1.30  0.08
H -2.96 0.95 -1.05  0.13

lowest unoccupied orbital energy: 0.74 eV
SMILES: CC(=O)O[C@H](C(=O)NC1CCCCC1)c1cccc(C)c1
energy above the lowest of the compared OMol25 structures with the same formula, charge and spin: 6.25 kcal/mol


# 4
Density functional theory data (ωB97M-V/def2-TZVPD) for 6 unconnected molecules or ions with the total composition C26H63FN3O5.

Each line ends with the Löwdin charge.
CARTESIAN COORDINATES (ANGSTROEM)
C 0.72 -2.34 -0.05  -0.05
C 0.97 -1.11 -0.93  -0.16
C 0.10 0.08 -0.58  -0.29
F 0.33 0.46 0.71  0.04
N -1.39 -0.15 -0.68  0.07
C -2.18 -0.37 0.56  -0.07
C -3.01 -1.64 0.28  -0.07
N -2.60 -1.98 -1.09  0.14
C -1.83 -1.02 -1.59  -0.37
N -1.53 -0.90 -2.92  0.21
H 1.65 -2.69 0.39  0.08
H 0.01 -2.14 0.75  0.07
H 0.33 -3.18 -0.63  0.08
H 1.99 -0.75 -0.80  0.13
H 0.87 -1.33 -1.99  0.10
H 0.34 0.94 -1.22  0.15
H -2.85 0.47 0.69  0.13
H -1.56 -0.42 1.45  0.10
H -2.90 -2.47 0.97  0.13
H -4.06 -1.35 0.22  0.13
H -3.13 -2.59 -1.69  0.17
H -1.72 -0.02 -3.37  0.13
H -1.15 -1.65 -3.46  0.13
C -0.67 4.47 -3.48  -0.08
C -0.25 5.52 -2.46  -0.27
O -1.20 5.76 -1.45  -0.15
C -1.55 4.65 -0.65  -0.28
C -0.39 4.03 0.10  -0.08
H -1.62 4.74 -3.94  0.08
H 0.09 4.39 -4.26  0.08
H -0.78 3.48 -3.02  0.05
H -0.12 6.48 -2.96  0.12
H 0.73 5.25 -2.03  0.11
H -2.07 3.89 -1.25  0.10
H -2.28 5.05 0.06  0.12
H 0.35 3.60 -0.58  0.06
H -0.76 3.22 0.74  0.07
H 0.11 4.76 0.73  0.09
C -2.30 -0.44 5.54  -0.07
C -1.80 0.47 4.43  -0.28
O -2.80 0.88 3.51  -0.19
C -3.88 1.62 4.07  -0.27
C -3.47 2.91 4.75  -0.07
H -2.79 -1.33 5.13  0.08
H -1.47 -0.76 6.16  0.08
H -3.02 0.07 6.19  0.07
H -1.06 -0.07 3.83  0.11
H -1.29 1.34 4.86  0.11
H -4.46 0.99 4.75  0.11
H -4.53 1.84 3.22  0.11
H -2.84 2.73 5.62  0.07
H -4.37 3.43 5.08  0.07
H -2.92 3.55 4.06  0.08
C 4.76 -3.93 -2.75  -0.07
C 4.52 -4.03 -1.26  -0.28
O 3.30 -4.66 -0.90  -0.18
C 3.15 -6.01 -1.34  -0.28
C 4.21 -6.95 -0.82  -0.07
H 3.94 -3.40 -3.24  0.08
H 5.69 -3.39 -2.94  0.07
H 4.86 -4.91 -3.22  0.07
H 4.45 -3.03 -0.82  0.11
H 5.36 -4.53 -0.77  0.11
H 3.11 -6.05 -2.44  0.11
H 2.17 -6.31 -0.97  0.12
H 5.21 -6.70 -1.19  0.07
H 3.99 -7.97 -1.15  0.08
H 4.24 -6.94 0.27  0.08
C 7.92 -1.07 -4.73  -0.08
C 8.60 -2.21 -3.99  -0.29
O 8.44 -3.47 -4.61  -0.17
C 8.95 -3.59 -5.93  -0.28
C 10.44 -3.33 -6.05  -0.08
H 6.86 -1.27 -4.85  0.07
H 8.04 -0.14 -4.16  0.08
H 8.35 -0.90 -5.72  0.07
H 8.16 -2.32 -3.00  0.11
H 9.66 -1.99 -3.84  0.11
H 8.40 -2.94 -6.62  0.11
H 8.74 -4.62 -6.22  0.12
H 10.70 -2.30 -5.79  0.07
H 10.77 -3.50 -7.07  0.08
H 11.00 -3.99 -5.39  0.08
C -8.95 2.06 4.62  -0.08
C -7.81 2.71 5.39  -0.28
O -6.91 3.45 4.58  -0.19
C -7.47 4.53 3.85  -0.28
C -8.11 5.60 4.72  -0.08
H -8.56 1.40 3.84  0.08
H -9.56 1.46 5.30  0.08
H -9.60 2.79 4.15  0.07
H -7.20 1.95 5.86  0.12
H -8.21 3.34 6.19  0.11
H -8.18 4.16 3.10  0.11
H -6.62 4.96 3.31  0.12
H -8.98 5.22 5.26  0.07
H -8.45 6.42 4.09  0.08
H -7.40 5.99 5.44  0.08

net charge: +1
lowest unoccupied orbital energy: -2.89 eV


# 5
Density functional theory data (ωB97M-V/def2-TZVPD) for a molecular structure, C35H41AsN2O3SSe2Sn.

Each line ends with the Löwdin charge.
CARTESIAN COORDINATES (ANGSTROEM)
Sn -1.23 -0.47 -0.81  1.03
C -3.06 -0.52 -3.90  -0.33
Se -1.46 0.50 -3.42  0.94
C -0.11 -0.56 -4.36  -0.50
C 0.49 -1.67 -3.53  -0.53
Se 1.38 -0.93 -1.95  0.89
C 1.89 -2.63 -1.16  -0.34
H -3.22 -0.42 -4.97  0.05
H -3.89 -0.07 -3.36  0.04
H -2.95 -1.56 -3.62  0.04
H 0.65 0.16 -4.67  0.07
H -0.58 -0.95 -5.26  0.09
H 1.24 -2.22 -4.11  0.09
H -0.27 -2.39 -3.20  0.07
H 1.01 -3.19 -0.86  0.04
H 2.50 -2.40 -0.29  0.00
H 2.48 -3.19 -1.88  0.05
C -3.13 1.22 7.85  -0.03
C -2.08 1.00 6.80  -0.23
C -1.03 0.12 7.02  0.01
C -0.05 -0.10 6.06  -0.27
C 1.07 -1.06 6.36  -0.05
C -0.16 0.60 4.86  -0.29
As 1.15 0.28 3.51  1.47
N 1.05 -1.37 3.16  -0.10
C 1.93 -2.28 2.61  -0.37
C 1.38 -3.51 2.24  -0.03
C 2.19 -4.54 1.78  -0.07
C 3.56 -4.34 1.69  -0.05
C 4.13 -3.12 2.06  -0.06
C 3.32 -2.10 2.52  -0.04
C 2.75 1.32 3.33  -0.25
C 3.38 1.31 2.07  -0.29
C 2.77 0.67 0.85  -0.09
C 4.61 1.92 1.95  0.01
C 5.23 2.55 3.03  -0.23
C 6.57 3.20 2.89  -0.02
C 4.54 2.61 4.24  0.01
C 3.30 2.02 4.42  -0.25
C 2.65 2.18 5.78  -0.03
C -1.21 1.49 4.60  -0.26
C -1.33 2.20 3.28  -0.04
C -2.15 1.68 5.59  0.01
H -2.88 0.72 8.79  0.08
H -4.09 0.83 7.51  0.10
H -3.27 2.29 8.05  0.09
H -0.96 -0.40 7.97  0.13
H 1.28 -1.08 7.43  0.09
H 2.00 -0.81 5.85  0.05
H 0.80 -2.08 6.06  0.09
H 0.31 -3.65 2.36  0.12
H 1.76 -5.49 1.52  0.12
H 4.20 -5.14 1.34  0.12
H 5.20 -2.99 2.01  0.12
H 3.77 -1.17 2.85  0.10
H 1.69 0.58 0.91  0.02
H 3.20 -0.32 0.68  0.07
H 2.99 1.28 -0.03  0.09
H 5.11 1.91 0.99  0.13
H 7.00 3.02 1.91  0.08
H 7.26 2.82 3.65  0.10
H 6.49 4.28 3.03  0.10
H 4.99 3.14 5.07  0.14
H 2.90 3.16 6.18  0.10
H 3.03 1.43 6.47  0.10
H 1.57 2.10 5.75  0.06
H -0.36 2.48 2.87  0.07
H -1.93 3.10 3.38  0.10
H -1.84 1.55 2.55  0.08
H -2.97 2.37 5.41  0.13
O -4.28 1.18 1.17  -0.40
S -4.02 2.04 0.04  0.95
O -3.63 3.51 0.70  -0.22
N -2.49 1.54 -0.52  -0.26
C -1.36 2.10 -0.11  -0.56
O -0.30 1.35 -0.19  -0.28
C -1.25 3.46 0.38  -0.13
C -0.02 4.10 0.47  -0.01
C 0.04 5.42 0.89  -0.05
C -1.15 6.09 1.21  -0.03
C -2.37 5.46 1.12  0.02
C -2.42 4.13 0.70  -0.26
H 0.88 3.56 0.21  0.12
H 0.99 5.93 0.96  0.11
H -1.11 7.12 1.53  0.12
H -3.29 5.96 1.38  0.13

net charge: +2
lowest unoccupied orbital energy: -6.80 eV
energy above the lowest of the compared OMol25 structures with the same formula, charge and spin: 8.09 kcal/mol


# 6
Density functional theory data (ωB97M-V/def2-TZVPD) for a molecular structure, C16H19B2F4N4O7STl.

Each line ends with the Löwdin charge.
CARTESIAN COORDINATES (ANGSTROEM)
Tl -0.84 0.39 0.06  0.88
C 2.71 2.81 0.33  0.01
C 2.05 1.48 0.21  -0.28
N 1.41 0.87 1.13  0.02
O 1.32 1.48 2.34  0.03
B 1.10 0.50 3.45  -1.09
F 0.93 1.26 4.60  0.13
F 2.22 -0.34 3.54  0.10
O -0.12 -0.38 3.37  0.01
N -0.27 -1.00 2.18  0.00
C -0.83 -2.14 2.16  -0.25
C -1.34 -2.84 3.38  -0.02
C -0.85 -2.80 0.80  -0.24
N -0.41 -2.10 -0.17  0.03
O -0.38 -2.71 -1.38  0.02
B 0.64 -2.28 -2.39  -1.07
F 0.05 -2.49 -3.63  0.12
F 1.76 -3.12 -2.25  0.09
O 1.16 -0.87 -2.39  0.04
N 1.05 -0.02 -1.33  0.03
C 2.08 0.68 -1.06  -0.24
C 3.34 0.64 -1.87  0.00
C -1.28 -4.22 0.68  -0.02
H 2.93 3.01 1.38  0.08
H 3.62 2.86 -0.27  0.07
H 2.00 3.56 -0.03  0.08
H -1.63 -2.10 4.12  0.08
H -2.19 -3.47 3.14  0.07
H -0.56 -3.47 3.82  0.09
H 3.35 -0.25 -2.49  0.08
H 3.39 1.53 -2.50  0.09
H 4.21 0.65 -1.21  0.08
H -2.37 -4.29 0.67  0.09
H -0.91 -4.64 -0.25  0.08
H -0.92 -4.82 1.52  0.07
O -0.31 4.69 -0.71  0.00
C -0.86 3.59 -0.62  -0.63
O -0.31 2.47 -0.88  -0.11
C -2.35 3.57 -0.32  -0.15
C -3.13 4.44 -1.08  -0.04
C -4.50 4.52 -0.93  -0.12
C -5.12 3.71 0.02  -0.12
C -4.36 2.85 0.79  -0.14
C -2.97 2.76 0.64  -0.59
S -2.11 1.70 1.77  0.70
H -2.62 5.08 -1.79  0.11
H -5.08 5.19 -1.55  0.08
H -6.20 3.75 0.15  0.08
H -4.83 2.21 1.52  0.09
C -2.49 -0.44 -2.43  -0.26
O -2.56 -0.02 -1.10  -0.40
H -1.83 0.18 -3.05  0.08
H -3.50 -0.38 -2.88  0.06
H -2.14 -1.47 -2.55  0.05

net charge: -2
lowest unoccupied orbital energy: 4.65 eV
energy above the lowest of the compared OMol25 structures with the same formula, charge and spin: 11.36 kcal/mol


# 7
Density functional theory data (ωB97M-V/def2-TZVPD) for a molecular structure, C24H20ClNPSeTi.

Each line ends with the Löwdin charge.
CARTESIAN COORDINATES (ANGSTROEM)
C -1.20 -1.39 3.53  -0.07
C -1.01 -1.95 2.26  -0.14
C 0.41 -2.15 2.02  -0.15
H -1.82 -2.23 1.63  0.10
C 1.13 -1.69 3.10  -0.09
C 0.14 -1.22 4.10  -0.35
H 0.58 -0.93 5.16  0.08
H -2.09 -0.94 3.99  0.15
H 0.85 -2.64 1.19  0.12
H 2.22 -1.59 3.30  0.15
Ti 0.04 0.03 2.20  0.58
Cl 1.91 1.36 2.27  0.17
P 0.01 0.32 -0.19  0.99
C 1.24 -0.73 -1.01  -0.37
C 0.94 -1.43 -2.18  -0.08
H -0.07 -1.41 -2.59  0.11
C 1.93 -2.17 -2.82  -0.06
H 1.68 -2.72 -3.73  0.11
C 3.23 -2.21 -2.32  -0.06
H 4.00 -2.78 -2.83  0.11
C 3.54 -1.49 -1.16  -0.06
H 4.55 -1.50 -0.77  0.11
C 2.55 -0.76 -0.51  -0.10
H 2.80 -0.19 0.39  0.05
C -1.59 -0.15 -0.88  -0.35
C -2.05 -1.47 -0.79  -0.12
H -1.41 -2.25 -0.37  0.10
C -3.31 -1.81 -1.26  -0.06
H -3.65 -2.84 -1.20  0.11
C -4.14 -0.83 -1.81  -0.06
H -5.13 -1.09 -2.18  0.11
C -3.69 0.49 -1.89  -0.06
H -4.33 1.26 -2.31  0.11
C -2.43 0.83 -1.42  -0.07
H -2.08 1.86 -1.48  0.11
C 0.34 1.97 -0.84  -0.39
C 0.85 2.09 -2.13  -0.07
H 1.10 1.21 -2.70  0.11
C 1.05 3.35 -2.69  -0.06
H 1.45 3.43 -3.69  0.11
C 0.75 4.50 -1.95  -0.06
H 0.92 5.48 -2.39  0.11
C 0.25 4.38 -0.66  -0.06
H 0.02 5.28 -0.08  0.11
C 0.04 3.13 -0.10  -0.11
H -0.35 3.04 0.92  0.09
Se -0.01 0.04 7.22  0.88
C -0.10 0.24 5.46  -0.67
N -0.06 0.28 4.20  -0.13

net charge: +1
lowest unoccupied orbital energy (spin up / spin down): -4.20 / -4.24 eV
energy above the lowest of the compared OMol25 structures with the same formula, charge and spin: 67.74 kcal/mol


# 8
Density functional theory data (ωB97M-V/def2-TZVPD) for a molecular structure, C26H33AlBrN3O4.

Each line ends with the Löwdin charge.
CARTESIAN COORDINATES (ANGSTROEM)
Al 0.60 0.65 0.04  0.18
O -2.26 1.78 2.85  0.05
C -2.29 3.10 2.53  -0.27
C -3.18 3.91 3.23  -0.02
C -3.27 5.26 2.95  -0.09
C -2.47 5.82 1.96  -0.10
C -1.59 5.02 1.27  -0.04
C -1.49 3.65 1.53  -0.11
C -0.55 2.83 0.68  -0.35
O -0.16 1.61 1.31  -0.13
N -1.17 2.56 -0.61  0.04
N -0.48 1.47 -1.25  -0.07
C -0.55 1.54 -2.59  -0.21
C -0.44 0.47 -3.48  -0.61
Br -1.01 -1.27 -2.79  0.77
C -0.09 0.46 -4.80  -0.13
C 0.56 1.52 -5.56  -0.22
C 0.65 1.36 -6.95  -0.05
C 1.26 2.30 -7.76  -0.09
C 1.82 3.44 -7.20  -0.10
C 1.76 3.62 -5.82  -0.09
C 1.14 2.68 -5.01  -0.05
H -1.48 1.40 2.38  0.07
H -3.79 3.45 4.00  0.11
H -3.97 5.87 3.50  0.10
H -2.54 6.88 1.74  0.10
H -0.96 5.44 0.49  0.12
H 0.36 3.41 0.48  0.15
H -2.13 2.25 -0.45  0.13
H -0.75 2.52 -3.01  0.12
H -0.31 -0.43 -5.37  0.08
H 0.22 0.47 -7.40  0.11
H 1.30 2.15 -8.83  0.10
H 2.30 4.19 -7.82  0.10
H 2.20 4.49 -5.37  0.10
H 1.13 2.83 -3.94  0.09
C 2.93 0.30 -2.37  -0.06
C 3.57 0.61 -1.02  -0.68
C 4.45 1.87 -1.16  -0.06
C 4.46 -0.56 -0.60  -0.05
C 2.52 0.85 0.03  0.02
H 3.69 0.10 -3.14  0.09
H 2.32 1.14 -2.72  0.07
H 2.29 -0.57 -2.30  0.06
H 5.22 1.72 -1.92  0.08
H 4.94 2.10 -0.21  0.08
H 3.84 2.73 -1.45  0.08
H 5.25 -0.74 -1.34  0.09
H 3.87 -1.48 -0.51  0.06
H 4.94 -0.37 0.37  0.08
H 2.94 1.32 0.93  0.06
O -0.99 -2.91 0.86  0.20
C 0.09 -2.33 0.45  -0.41
O 0.13 -1.11 0.31  0.11
C 1.29 -3.24 0.25  -0.20
N 0.91 -4.58 0.70  -0.03
C 1.13 -5.55 -0.40  -0.17
C 0.99 -4.68 -1.64  -0.16
C 1.69 -3.39 -1.23  -0.13
H 2.10 -2.80 0.84  0.16
H -0.70 -3.87 0.94  0.13
H 1.38 -4.85 1.55  0.13
H 0.39 -6.35 -0.35  0.12
H 2.13 -5.99 -0.35  0.12
H -0.06 -4.48 -1.86  0.11
H 1.44 -5.13 -2.53  0.12
H 1.40 -2.54 -1.83  0.06
H 2.78 -3.50 -1.29  0.12

lowest unoccupied orbital energy (spin up / spin down): -0.14 / -0.22 eV
energy above the lowest of the compared OMol25 structures with the same formula, charge and spin: 0.00 kcal/mol


Calculated E (a.u.), listed in the same order as above: -1212.80260; -449.43482; -942.12567; -1668.45963; -9344.11555; -2386.92449; -5033.37506; -4292.24926
Calculated max |F| (eV/Å), listed in the same order as above: 2.6; 1.2; 0.6; 0.8; 0.5; 0.4; 5.7; 0.2